{
  "formula": "C5H27NO10",
  "method": "the ωB97M-V functional and the def2-TZVPD basis",
  "orbital_gap_ev": 9.78,
  "de_lowest_kj_mol": 81.6,
  "elements": ["H", "H", "H", "H", "H", "H", "O", "H", "H", "H", "H", "C", "H", "N", "H", "O", "O", "H", "C", "O", "O", "H", "H", "O", "O", "C", "H", "H", "H", "O", "H", "C", "H", "C", "H", "H", "H", "H", "H", "O", "H", "O", "H"],
  "xyz": [[-0.61427, 0.21385, 0.24492], [-0.22071, -0.48392, -2.95435], [-4.31068, -0.86054, -1.38831], [-0.52811, -0.98061, 3.65904], [-2.15237, 2.04804, 0.82622], [2.23926, 1.72857, 0.29504], [1.34477, 0.48112, -3.26085], [-1.26504, 2.84193, -2.47221], [1.10720, -1.87699, 1.47218], [-2.76538, -1.00866, -1.44575], [1.00540, 1.29678, -2.86884], [0.27497, -1.19895, 1.62239], [-1.15764, 0.45227, -2.21490], [0.69945, 1.17454, 1.54292], [1.58228, -2.72677, -0.76966], [-3.15507, 0.67324, 1.26388], [-1.09189, -0.47993, -2.50753], [2.10860, 0.21542, -2.70842], [0.31608, -0.63061, 3.06252], [2.56612, -2.76147, -0.73485], [-3.53545, -1.06259, -0.85083], [3.11172, -1.26596, -1.32742], [1.04204, -0.10332, -0.13410], [-1.52254, 2.76366, 0.58069], [-0.80569, 2.19510, -1.91376], [0.35511, 0.02809, 0.70246], [-4.03912, 0.89154, 1.57337], [-0.47760, -1.79046, -1.47721], [2.79583, -3.53265, -1.24506], [-0.13958, -2.62989, -1.07699], [0.93280, 1.40202, 3.61406], [0.28895, 0.89826, 2.91555], [-1.03254, 2.42804, -0.97239], [1.89018, 1.82721, 1.32063], [-0.70533, 2.53043, 1.05531], [-0.73142, 1.25719, 3.06239], [-0.72616, -3.33616, -1.38482], [-0.64377, -1.74352, 1.44923], [-3.30882, 0.04799, 0.51640], [3.40712, -0.38942, -1.65725], [1.22831, -0.94369, 3.57173], [2.46602, 2.49895, 2.15074], [4.16698, -0.08815, -1.13619]],
  "atomic_forces_ev_per_a": [[-0.2094, -0.0162, 0.0192], [0.0084, 0.2355, -0.1044], [0.1964, -0.0507, -0.0356], [0.0802, 0.0445, -0.0260], [0.0757, 0.2102, -0.0089], [0.1627, -0.1112, -0.4194], [0.0425, -0.1153, 0.0440], [0.2060, -0.2555, 0.3092], [0.0819, -0.0837, -0.1521], [-0.1693, 0.0072, -0.0629], [0.0088, -0.0114, 0.0438], [0.0571, 0.3492, 0.5535], [0.1026, 0.0659, -0.0881], [0.8761, -0.2865, -0.0639], [0.1745, -0.0926, -0.0732], [-0.1879, -0.2539, -0.2540], [-0.2636, -0.2653, 0.2340], [-0.0299, 0.1995, -0.1484], [0.0588, -0.0454, -0.0669], [-0.4347, 0.2922, 0.3513], [0.1169, 0.0279, -0.1098], [0.3557, -0.0171, 0.1792], [0.2548, 0.1928, 0.1510], [0.0163, -0.1425, 0.0865], [-0.1293, 0.1697, -0.2203], [-0.4741, -0.1982, -0.4339], [0.0240, 0.0689, 0.1250], [-0.0012, -0.4273, 0.0587], [0.2002, -0.3669, -0.2698], [-0.3525, 0.0715, -0.1678], [0.2880, 0.2866, 0.1233], [-0.6630, -0.3377, 0.1022], [-0.1136, 0.1491, -0.1944], [-0.1807, 0.3212, 0.7895], [-0.1129, 0.0546, -0.0376], [-0.0262, 0.0860, -0.0046], [0.2204, 0.3174, 0.0931], [-0.0800, -0.1271, -0.1151], [0.1215, 0.1261, 0.2231], [0.2017, 0.3542, 0.0870], [-0.0053, 0.0187, -0.0257], [-0.0660, -0.1456, -0.2764], [-0.4317, -0.2987, -0.2146]]
}